# 1
This record from the OMol25 dataset describes C15H20FMnNO2Si as an isolated structure. The level of theory is ωB97M-V/def2-TZVPD.

Structure (XYZ):
```
41
Properties=species:S:1:pos:R:3
Mn -0.6815 0.3889 0.5438
O 0.4426 0.7570 2.0115
C 1.6762 -0.0013 2.1576
C 1.7415 -0.9368 0.9918
C 2.7923 -1.8120 0.7833
C 2.7621 -2.6231 -0.3369
C 1.6929 -2.5343 -1.2269
C 0.6805 -1.6448 -0.9613
N 0.7108 -0.8722 0.1430
H 0.3615 1.4349 2.6965
H 1.6525 -0.5404 3.1047
H 2.5213 0.6877 2.1544
H 3.6163 -1.8470 1.4839
H 3.5691 -3.3196 -0.5226
H 1.6475 -3.1460 -2.1169
H -0.1681 -1.5177 -1.6186
F -4.3861 -2.4627 3.6955
C -3.5883 -1.9436 2.7876
C -3.5044 -0.5666 2.6875
C -2.6496 -0.0705 1.7108
C -1.8939 -0.9441 0.9430
C -2.0040 -2.3310 1.0240
C -2.8712 -2.8283 1.9693
H -4.1134 0.0704 3.3133
H -2.6244 1.0168 1.5484
H -1.4362 -2.9970 0.3891
H -3.0063 -3.8934 2.1075
C 1.9304 2.5792 -1.1880
Si 0.3075 2.2631 -2.0132
C -0.7211 3.7618 -2.2388
C 0.4733 1.2477 -3.5369
O -0.5576 1.2524 -0.8323
H 2.5493 3.2131 -1.8274
H 2.4814 1.6481 -1.0269
H 1.8213 3.0986 -0.2325
H -0.2159 4.4007 -2.9695
H -0.8534 4.3448 -1.3262
H -1.7059 3.5159 -2.6399
H 0.9745 1.8498 -4.2999
H -0.4977 0.9546 -3.9424
H 1.0741 0.3471 -3.3895
```

net charge: +2
E_HOMO (alpha / beta): -16.222 / -16.302 eV
maximum force: 0.9 eV/A
relative energy (zero: lowest compared OMol25 entry of this formula, charge and spin): 0.131 eV
frontier orbital gap (alpha / beta): 7.58 / 8.22 eV
multiplicity: 2

From a natural (NBO) analysis of the wavefunction, the atomic charges in e read: 1.139 -0.667 -0.100 0.200 -0.213 -0.080 -0.219 0.065 -0.414 0.549 0.244 0.244 0.262 0.264 0.268 0.243 -0.261 0.475 -0.247 -0.266 -0.064 -0.196 -0.215 0.275 0.252 0.251 0.272 -1.157 1.846 -1.155 -1.159 -0.790 0.283 0.235 0.245 0.277 0.260 0.268 0.279 0.266 0.243

---

# 2
This record from the OMol25 dataset describes C26H24CoN4O4S3 as an isolated structure. The level of theory is ωB97M-V/def2-TZVPD.

Structure (XYZ):
```
62
Properties=species:S:1:pos:R:3
Co -0.3954 0.3415 0.3079
O -3.1399 2.3644 2.4162
C -2.2703 2.0453 1.6294
N -1.1405 1.3392 1.8491
C -0.9953 0.5977 3.0162
O -0.6792 0.9668 4.1111
C -1.2643 -0.8839 2.7425
C -1.7248 -1.7236 3.7356
C -2.1138 -3.0098 3.3938
C -2.0111 -3.4196 2.0723
C -1.5089 -2.5295 1.1432
N -1.1403 -1.2833 1.4626
C -2.4424 2.3939 0.1630
C -3.2168 3.4741 -0.2029
C -3.3288 3.7877 -1.5455
C -2.6650 3.0030 -2.4752
C -1.9256 1.9277 -2.0241
N -1.8206 1.6064 -0.7310
H -1.7872 -1.3443 4.7469
H -2.5073 -3.6813 4.1458
H -2.3134 -4.4099 1.7605
H -1.3834 -2.8257 0.1013
H -3.7056 4.0436 0.5748
H -3.9168 4.6389 -1.8629
H -2.7054 3.2238 -3.5328
H -1.3820 1.3075 -2.7251
C -0.4486 -4.0304 -3.7037
C -1.2026 -2.7040 -3.6427
S -0.5663 -1.4121 -2.5689
C 0.9669 -0.8714 -3.3751
C 2.1077 -1.7704 -2.8735
S 1.6509 -2.1273 -1.1644
C 2.0283 -3.8539 -0.8803
C 1.5104 -4.8723 -1.8875
S -0.2773 -4.8583 -2.1066
H 0.5314 -3.9056 -4.1620
H -1.0126 -4.7009 -4.3511
H -2.2258 -2.8552 -3.3006
H -1.2521 -2.2414 -4.6341
H 1.0923 0.1664 -3.0513
H 0.8604 -0.8737 -4.4580
H 3.0770 -1.2739 -2.8998
H 2.1846 -2.7013 -3.4249
H 1.6168 -4.0422 0.1124
H 3.1199 -3.9052 -0.7895
H 1.7775 -5.8614 -1.5166
H 1.9968 -4.7722 -2.8556
O 1.3880 2.3762 -2.5539
C 1.8392 2.0021 -1.4957
N 1.2444 1.0664 -0.6530
C 2.0960 0.8003 0.3865
O 1.7580 -0.0142 1.2515
C 3.3459 1.6018 0.2497
C 4.4868 1.6773 1.0190
C 5.4755 2.5649 0.5970
C 5.3088 3.3328 -0.5542
C 4.1495 3.2395 -1.3247
C 3.1791 2.3630 -0.8955
H 4.6026 1.0869 1.9194
H 6.3863 2.6639 1.1728
H 6.0924 4.0183 -0.8509
H 4.0118 3.8351 -2.2184
```

net charge: +1
E_HOMO (alpha / beta): -11.306 / -11.507 eV
maximum force: 0.7 eV/A
relative energy (zero: lowest compared OMol25 entry of this formula, charge and spin): 0.147 eV
frontier orbital gap (alpha / beta): 8.80 / 5.16 eV
multiplicity: 5

From a natural (NBO) analysis of the wavefunction, the atomic charges in e read: 1.455 -0.588 0.624 -0.846 0.674 -0.492 0.130 -0.198 -0.135 -0.239 0.033 -0.539 0.137 -0.205 -0.133 -0.247 0.069 -0.546 0.260 0.236 0.233 0.196 0.259 0.233 0.233 0.192 -0.548 -0.564 0.503 -0.580 -0.570 0.617 -0.581 -0.551 0.229 0.221 0.256 0.256 0.252 0.298 0.254 0.263 0.230 0.263 0.261 0.260 0.226 -0.586 0.671 -0.852 0.646 -0.648 -0.086 -0.185 -0.188 -0.184 -0.163 -0.146 0.237 0.228 0.228 0.237

---

# 3
This record from the OMol25 dataset describes C32H24ClN4O7ReS as an isolated structure. The level of theory is ωB97M-V/def2-TZVPD.

Structure (XYZ):
```
70
Properties=species:S:1:pos:R:3
Re -3.3524 -0.2287 0.6446
Cl 2.3423 2.0465 4.4588
C 0.8626 1.4280 3.8117
C 0.0321 0.6426 4.6144
C -1.1688 0.1938 4.1154
C -1.5529 0.4973 2.8052
O -2.7687 0.0913 2.4204
C -0.6970 1.2362 1.9796
C -1.0561 1.6432 0.6327
N -2.2897 1.4245 0.1817
C -2.9072 2.2840 -0.7515
C -2.3349 3.2761 -1.5062
C -3.1363 4.0658 -2.3615
C -4.4862 3.8734 -2.4585
C -5.1060 2.8497 -1.6985
C -6.4834 2.5526 -1.7311
C -6.9869 1.5261 -0.9717
C -6.1163 0.7679 -0.1859
N -4.8172 1.0268 -0.1178
C -4.3048 2.0621 -0.8597
C 0.5016 1.7242 2.5176
H 0.3314 0.4069 5.6242
H -1.8394 -0.3981 4.7195
H -0.5215 2.5012 0.2490
H -1.2726 3.4629 -1.4715
H -2.6601 4.8371 -2.9474
H -5.0893 4.4825 -3.1153
H -7.1344 3.1318 -2.3713
H -8.0366 1.2776 -0.9857
H -6.4667 -0.0745 0.3932
H 1.1317 2.3701 1.9224
O -2.1995 -5.9358 -1.3938
C -2.4049 -4.7964 -1.1238
C -1.3634 -3.7695 -0.5982
O -0.1651 -3.8100 -0.7093
C -2.1974 -2.6762 -0.0929
C -3.4908 -2.7828 -0.5164
O -4.2512 -1.7135 -0.2714
C -3.7792 -4.0535 -1.1864
O -4.7937 -4.4521 -1.6841
O -1.8649 -1.5897 0.5386
C 4.6540 1.5228 1.6480
C 4.6411 0.0397 1.2965
C 3.2644 -0.5896 1.4658
N 2.2781 -0.0221 0.5444
C 1.4284 -0.6256 -0.2696
S 0.0615 0.1918 -0.8728
N 1.5679 -1.9328 -0.6254
C 2.7386 -2.7070 -0.8519
O 2.7038 -3.8827 -0.6183
C 3.9056 -2.0213 -1.4601
C 5.1575 -2.6001 -1.2682
C 6.2789 -2.0151 -1.8278
C 6.1499 -0.8662 -2.5972
C 4.8993 -0.3058 -2.8166
C 3.7739 -0.8800 -2.2478
H 5.6569 1.9322 1.5482
H 4.3235 1.6937 2.6741
H 4.0120 2.1022 0.9824
H 5.3263 -0.5031 1.9500
H 4.9914 -0.1051 0.2756
H 2.8952 -0.3866 2.4765
H 3.2879 -1.6696 1.3403
H 2.0815 0.9594 0.6801
H 0.7066 -2.4784 -0.6761
H 5.2317 -3.5021 -0.6775
H 7.2519 -2.4566 -1.6720
H 7.0258 -0.4133 -3.0392
H 4.8006 0.5723 -3.4389
H 2.7994 -0.4524 -2.4415
```

net charge: +1
E_HOMO (alpha / beta): -11.034 / -11.214 eV
maximum force: 1.4 eV/A
relative energy (zero: lowest compared OMol25 entry of this formula, charge and spin): 2.145 eV
frontier orbital gap (alpha / beta): 6.21 / 6.59 eV
multiplicity: 2

From a natural (NBO) analysis of the wavefunction, the atomic charges in e read: 1.694 0.038 -0.040 -0.182 -0.234 0.401 -0.634 -0.193 0.172 -0.586 0.112 -0.195 -0.178 -0.164 -0.106 -0.048 -0.266 0.161 -0.532 0.227 -0.200 0.247 0.246 0.226 0.230 0.238 0.235 0.241 0.254 0.233 0.223 -0.403 0.405 0.445 -0.505 0.189 0.238 -0.684 0.396 -0.457 -0.648 -0.617 -0.411 -0.220 -0.553 0.379 -0.063 -0.687 0.668 -0.506 -0.129 -0.169 -0.211 -0.178 -0.217 -0.197 0.232 0.213 0.187 0.223 0.221 0.208 0.228 0.411 0.457 0.240 0.228 0.226 0.224 0.219

---

# 4
This record from the OMol25 dataset describes a 2-piece molecular cluster, C21H29BBrNO6 overall. The level of theory is ωB97M-V/def2-TZVPD.

Structure (XYZ):
```
59
Properties=species:S:1:pos:R:3
C 7.0464 4.1628 1.1943
C 5.4862 4.1391 1.7074
Br 5.1279 5.2772 3.3265
C 4.4455 4.4629 0.4390
C 3.9343 2.9779 -0.0955
C 4.9359 2.1122 -0.8385
C 4.4294 0.5970 -1.3335
O 4.8216 0.0813 -2.5011
C 3.3771 -0.1499 -0.2749
C 3.3777 -1.7598 0.0412
B 4.4447 -2.8077 -0.6731
O 5.8986 -2.4170 -0.6296
O 4.0402 -4.0909 -1.3413
C 2.2819 -2.3457 1.1599
C 1.1949 -1.3843 1.9478
C 1.1916 0.2384 1.6395
C 0.1670 1.3025 2.4187
C -1.1833 1.5328 1.5153
O -1.5884 0.5029 0.7332
O -1.9547 2.8181 1.5169
C 2.2778 0.8074 0.5452
C 2.3787 2.4419 0.2050
O 1.3179 3.2573 0.1332
H 7.8247 4.2581 2.0630
H 7.2413 3.1142 0.6709
H 7.1725 5.0774 0.4661
H 5.2664 3.0141 2.0396
H 3.4776 5.0059 0.8590
H 5.0204 5.0847 -0.3696
H 6.0133 2.5209 -1.0422
H 6.0379 -1.7856 0.1605
H 3.1317 -3.8592 -1.7468
H 2.2552 -3.5013 1.4562
H 0.4394 -1.7748 2.7522
H 0.6711 2.3761 2.5553
H -0.1312 0.9508 3.4941
H -1.8662 3.2641 0.6125
C -3.3430 -1.8845 0.2280
C -4.3608 -2.7122 -0.5523
N -5.7495 -2.2691 -0.3899
C -6.7245 -3.2189 -0.9383
C -6.7128 -3.4529 -2.4460
C -6.0189 -0.8616 -0.6908
C -5.6909 -0.3657 -2.0950
H -3.5742 -1.8755 1.2985
H -2.3437 -2.3153 0.1044
H -3.2946 -0.8512 -0.1284
H -4.2761 -3.7433 -0.1852
H -4.0635 -2.7298 -1.6049
H -7.7359 -2.9154 -0.6377
H -6.5677 -4.1872 -0.4454
H -7.1716 -2.6256 -2.9848
H -7.2980 -4.3477 -2.6832
H -5.7055 -3.6117 -2.8383
H -5.4664 -0.2431 0.0269
H -7.0716 -0.6377 -0.4762
H -4.7344 -0.7448 -2.4647
H -5.6276 0.7280 -2.0945
H -6.4719 -0.6360 -2.8087
```

E_HOMO: -7.898 eV
SMILES: C[C@@H](Br)CC1=CC(=O)c2c(B(O)O)ccc(CC(=O)O)c2C1=O.CCN(CC)CC
maximum force: 9.1 eV/A
frontier orbital gap: 5.81 eV

From a natural (NBO) analysis of the wavefunction, the atomic charges in e read: -0.652 -0.241 -0.009 -0.473 -0.032 -0.272 0.514 -0.498 -0.067 -0.375 1.153 -0.891 -0.891 -0.175 -0.196 0.054 -0.548 0.796 -0.564 -0.737 -0.111 0.524 -0.540 0.244 0.221 0.220 0.229 0.264 0.245 0.259 0.493 0.497 0.253 0.252 0.273 0.267 0.515 -0.616 -0.216 -0.453 -0.207 -0.635 -0.219 -0.637 0.205 0.210 0.223 0.191 0.156 0.190 0.188 0.200 0.209 0.205 0.197 0.194 0.206 0.210 0.200